Entry 1:
# C5H11O2

A 2-piece molecular cluster, C5H11O2 overall (ωB97M-V/def2-TZVPD, OMol25).

Last column: Mulliken charge in e.
Atoms and positions in Å:
H  -1.13  0.36  -0.40  0.314
C  1.74  1.53  0.05  -0.543
C  -1.63  -1.44  0.75  0.373
H  -2.55  -0.30  -0.89  0.268
C  -1.53  -0.58  -0.55  -0.328
H  2.78  1.47  -0.26  0.337
H  1.25  0.66  -0.41  -0.018
O  -0.89  -0.94  1.67  -0.761
C  1.43  1.40  1.55  -0.632
H  0.67  0.48  1.68  0.150
H  1.04  2.25  2.13  0.265
H  -0.15  -0.69  -2.27  0.280
H  -0.12  -2.01  -1.15  0.335
H  1.35  2.45  -0.51  0.207
C  -0.74  -1.39  -1.71  -1.167
H  2.32  1.06  1.96  0.286
O  -2.43  -2.37  0.72  -0.712
H  -1.40  -1.94  -2.37  0.345

Values from the calculation:
* largest force on an atom: 3.9 eV/Å
* E: -347.608724 Eh
* charge: -1
* ΔE to the lowest compared entry with this formula, charge and spin: 25.7 kcal/mol
* gap between HOMO and LUMO: 7.81 eV

***

Entry 2:
# C5H11O3

A 2-piece molecular cluster, C5H11O3 overall (ωB97M-V/def2-TZVPD, OMol25).

Last column: Mulliken charge in e.
Atoms and positions in Å:
O  -2.25  -0.84  -2.36  -0.667
H  0.12  -2.96  1.53  0.376
H  1.12  -2.10  2.45  0.364
O  -0.67  1.11  -1.08  -0.700
H  1.85  -0.44  -0.33  0.227
O  1.28  2.21  -0.78  -0.758
C  1.10  0.14  0.24  -0.917
H  -0.40  -0.78  3.14  0.379
C  -0.38  -0.14  2.25  -1.427
H  0.18  0.76  2.49  0.327
H  -2.07  0.10  -2.29  0.395
C  0.85  -2.12  1.40  -1.523
H  -1.39  0.26  2.18  0.321
C  0.51  1.22  -0.66  0.443
H  1.72  0.61  1.01  0.269
H  -0.70  -0.99  0.29  -0.031
H  -1.55  -1.26  -1.86  0.296
H  1.36  -2.50  0.50  0.362
C  0.14  -0.82  0.95  1.265

Values from the calculation:
* largest force on an atom: 3.1 eV/Å
* E: -422.880530 Eh
* charge: -1
* ΔE to the lowest compared entry with this formula, charge and spin: 20.8 kcal/mol
* gap between HOMO and LUMO: 7.85 eV

***

Entry 3:
# C5H11O3

A 2-piece molecular cluster, C5H11O3 overall (ωB97M-V/def2-TZVPD, OMol25).

Last column: Mulliken charge in e.
Atoms and positions in Å:
H  0.64  0.09  -0.93  0.414
C  -2.57  -1.96  -1.93  -1.044
H  1.25  0.15  2.64  0.436
H  -0.17  0.13  1.58  0.359
C  0.91  -0.05  1.61  -1.512
H  2.75  0.62  0.86  0.240
H  -3.57  -2.03  -1.50  0.264
H  0.59  2.52  1.52  0.323
O  -1.00  -0.30  -1.35  -0.837
H  1.06  -1.07  1.29  0.352
C  -1.58  -1.33  -0.90  0.731
O  1.53  0.49  -0.70  -0.603
C  1.70  0.83  0.65  0.673
H  2.29  2.92  1.19  0.283
H  0.98  2.68  -0.06  0.379
H  -2.20  -2.91  -2.29  0.252
C  1.44  2.34  0.85  -1.320
O  -1.46  -1.85  0.21  -0.693
H  -2.58  -1.29  -2.76  0.304

Values from the calculation:
* largest force on an atom: 1.7 eV/Å
* E: -422.894697 Eh
* charge: -1
* ΔE to the lowest compared entry with this formula, charge and spin: 11.9 kcal/mol
* gap between HOMO and LUMO: 8.54 eV

***

Entry 4:
# C5H11O4

A 2-piece molecular cluster, C5H11O4 overall (ωB97M-V/def2-TZVPD, OMol25).

Last column: Mulliken charge in e.
Atoms and positions in Å:
O  -0.60  2.14  0.01  -0.541
C  0.07  -0.82  -0.05  0.484
H  0.25  -2.38  1.38  0.433
H  1.32  2.39  -0.50  0.381
O  0.45  0.49  -2.02  -0.297
H  1.75  -1.38  1.23  0.309
H  2.00  0.08  -0.66  0.426
C  0.64  -1.36  1.25  -1.360
H  1.08  1.55  1.05  0.341
C  -1.11  -1.18  -0.57  -1.028
H  -3.10  0.94  2.24  0.305
C  0.69  1.64  0.02  -0.758
O  1.30  -0.44  -2.78  -0.426
H  -1.52  -0.71  -1.48  0.318
C  0.92  0.29  -0.69  0.492
H  0.63  -1.04  -3.17  0.340
H  -1.16  1.72  0.75  0.378
H  -1.68  -1.97  -0.04  0.314
H  0.29  -0.78  2.13  0.260
O  -2.20  0.83  1.92  -0.372

Values from the calculation:
* largest force on an atom: 2.4 eV/Å
* E: -497.841149 Eh
* charge: 0
* multiplicity: 2
* ΔE to the lowest compared entry with this formula, charge and spin: 74.3 kcal/mol
* gap between HOMO and LUMO (alpha / beta): 9.88 / 6.49 eV
* <S²>: 0.7531

***

Entry 5:
# C5H11O4Y

C5H11O4Y as an isolated structure (ωB97M-V/def2-TZVPD, OMol25).

Last column: Mulliken charge in e.
Atoms and positions in Å:
C  -2.50  1.01  -1.12  -0.390
Y  0.33  -0.74  0.99  1.861
H  3.67  -0.71  0.33  0.320
O  1.87  -1.08  -0.60  -0.650
H  -3.45  0.96  -1.68  0.315
C  -2.72  0.42  0.26  -0.357
C  3.05  -1.45  -0.20  -0.244
H  -1.75  0.42  -1.67  0.258
O  -1.57  0.15  0.97  -0.712
H  3.68  -2.73  1.93  0.375
C  2.67  -2.61  1.50  -0.245
H  -3.38  1.12  0.82  0.273
H  -0.61  3.71  -1.03  0.261
H  -0.65  2.54  0.32  0.166
H  3.60  -2.15  -0.84  0.373
H  -3.33  -0.50  0.11  0.342
C  -0.81  2.67  -0.76  -0.491
H  2.31  -3.50  0.94  0.320
O  1.80  -1.93  2.17  -0.654
H  -0.09  2.02  -1.30  0.220
O  -2.13  2.38  -1.14  -0.340

Values from the calculation:
* largest force on an atom: 3.2 eV/Å
* E: -536.119429 Eh
* charge: +1
* multiplicity: 2
* ΔE to the lowest compared entry with this formula, charge and spin: 16.5 kcal/mol
* gap between HOMO and LUMO (alpha / beta): 7.33 / 6.82 eV
* <S²>: 0.7539

***

Entry 6:
# C5H11O5PS2

A single C5H11O5PS2 molecule (ωB97M-V/def2-TZVPD, OMol25).

Last column: Mulliken charge in e.
Atoms and positions in Å:
C  0.79  -0.83  -0.30  0.397
O  -2.81  0.40  0.19  -0.594
H  2.95  -0.82  -0.52  0.386
H  2.36  -1.81  0.81  0.432
H  -1.14  1.45  1.43  0.670
C  0.69  0.07  -1.52  -0.766
C  -0.16  1.07  1.15  -1.435
S  0.38  2.25  -0.09  1.328
H  -0.01  -0.97  1.69  0.516
H  0.51  1.24  1.99  0.456
P  -1.96  -0.95  0.37  0.642
C  -0.23  -0.42  0.78  -0.147
O  1.11  1.42  -1.22  -0.349
H  0.53  -1.82  -0.66  0.445
O  1.38  3.09  0.47  -0.635
H  2.40  -0.06  0.98  0.323
O  -0.83  2.80  -0.65  -0.660
H  1.38  -0.27  -2.28  0.440
C  2.21  -0.87  0.28  -1.598
S  -2.71  -2.17  1.64  -0.409
H  -2.24  -2.44  -1.12  0.328
H  -0.31  0.08  -1.96  0.334
O  -1.90  -1.54  -1.13  -0.528
H  -2.36  1.10  -0.32  0.423

Values from the calculation:
* largest force on an atom: 0.5 eV/Å
* E: -1711.127502 Eh
* charge: 0
* ΔE to the lowest compared entry with this formula, charge and spin: 0.0 kcal/mol
* gap between HOMO and LUMO: 9.84 eV

***

Entry 7:
# C5H11O6

A 2-piece molecular cluster, C5H11O6 overall (ωB97M-V/def2-TZVPD, OMol25).

Last column: Mulliken charge in e.
Atoms and positions in Å:
H  0.14  -4.63  0.13  0.296
C  -0.07  -2.50  0.12  0.723
O  1.54  4.27  -3.38  -0.221
C  -0.57  0.55  0.00  -0.379
C  -0.65  -3.88  0.28  -0.934
H  -1.63  0.73  0.28  0.339
C  0.00  0.34  2.40  -1.422
H  0.42  1.34  2.34  0.383
H  -0.52  2.89  -1.56  0.333
H  -1.09  -3.96  1.28  0.280
O  -0.38  -1.69  1.19  -0.397
O  0.57  -2.12  -0.86  -0.564
H  1.50  5.20  -3.82  0.368
H  -1.04  0.44  2.72  0.345
H  -1.42  -4.05  -0.49  0.255
O  -0.95  2.68  -0.70  -0.364
H  1.19  -0.41  0.79  0.309
O  0.14  1.77  -0.21  -0.278
H  -0.54  -0.05  -0.92  0.266
C  0.13  -0.34  1.07  0.425
H  0.55  -0.21  3.17  0.376
O  2.69  3.61  -3.85  -0.138

Values from the calculation:
* largest force on an atom: 3.4 eV/Å
* E: -648.301079 Eh
* charge: 0
* multiplicity: 2
* ΔE to the lowest compared entry with this formula, charge and spin: 9.5 kcal/mol
* gap between HOMO and LUMO (alpha / beta): 10.44 / 8.64 eV
* <S²>: 0.7542

***

Entry 8:
# C5H11OP

A single C5H11OP molecule (ωB97M-V/def2-TZVPD, OMol25).

Last column: Mulliken charge in e.
Atoms and positions in Å:
C  1.40  -0.86  -0.29  -0.473
H  1.34  1.84  1.22  0.280
C  2.02  -0.71  -1.54  -0.167
H  -0.52  2.35  0.96  0.387
H  -1.22  0.43  -1.93  0.314
O  3.00  -1.27  -1.90  -0.533
H  0.33  2.23  -0.53  0.305
C  0.33  1.77  0.58  -0.991
H  -2.07  -0.72  -0.97  0.424
H  -1.70  -0.64  2.01  0.439
H  1.60  -1.80  0.30  0.268
H  -2.54  0.92  -0.68  0.311
C  -1.63  0.17  -0.85  -1.097
H  -0.94  -1.94  1.37  0.340
H  -0.08  -1.05  2.50  0.382
P  -0.15  0.01  0.16  0.969
C  -0.76  -0.84  1.72  -1.393
H  1.61  0.13  -2.12  0.236

Values from the calculation:
* largest force on an atom: 5.5 eV/Å
* E: -613.594891 Eh
* charge: 0
* ΔE to the lowest compared entry with this formula, charge and spin: 66.8 kcal/mol
* gap between HOMO and LUMO: 8.08 eV

***

Entry 9:
# C5H11OP

C5H11OP as an isolated structure (ωB97M-V/def2-TZVPD, OMol25).

Last column: Mulliken charge in e.
Atoms and positions in Å:
H  -0.81  -1.69  -3.02  0.346
O  1.78  1.09  -1.06  -0.554
C  0.88  1.75  1.61  -0.725
H  1.89  1.56  1.93  0.401
H  -1.03  -2.87  -0.31  0.289
C  -1.18  -1.81  -0.67  -1.084
H  0.97  2.63  1.09  0.393
C  0.09  -1.14  -1.22  0.367
H  0.94  -1.94  -2.92  0.260
H  -0.39  0.73  2.96  0.314
H  -0.91  2.27  2.66  0.333
P  0.56  0.49  -0.46  0.368
H  0.16  -0.34  -3.31  0.407
H  -1.37  -1.31  0.30  0.279
C  -0.08  1.68  2.79  -1.005
H  0.35  1.94  3.73  0.374
H  -1.95  -1.82  -1.33  0.364
C  0.09  -1.22  -2.75  -1.130

Values from the calculation:
* largest force on an atom: 5.4 eV/Å
* E: -613.541018 Eh
* charge: 0
* ΔE to the lowest compared entry with this formula, charge and spin: 100.6 kcal/mol
* gap between HOMO and LUMO (alpha / beta): 7.42 / 6.86 eV

***

Entry 10:
# C5H11OS

An isolated ion of composition C5H11OS and charge -1 (ωB97M-V/def2-TZVPD, OMol25).

Last column: Mulliken charge in e.
Atoms and positions in Å:
H  2.21  -1.11  0.84  0.286
C  1.36  -1.11  0.17  -0.676
H  -0.27  1.92  0.29  0.371
C  -2.73  0.70  0.47  -0.853
H  2.45  -1.67  -1.57  0.341
H  0.99  -2.13  0.23  0.390
H  -2.64  -0.16  1.14  0.253
S  -1.73  0.61  -1.01  -0.131
C  0.34  -0.11  0.77  -0.302
H  -2.42  1.52  1.12  0.253
H  -0.50  -0.67  1.18  0.226
O  2.65  0.34  -1.23  -0.908
C  -0.12  0.97  -0.22  -0.862
H  0.68  0.39  1.68  0.291
C  1.88  -0.77  -1.23  -0.610
H  0.99  -0.68  -1.90  0.172
H  -3.80  0.81  0.25  0.320
H  0.66  1.16  -0.97  0.441

Values from the calculation:
* largest force on an atom: 1.2 eV/Å
* E: -670.506493 Eh
* charge: -1
* ΔE to the lowest compared entry with this formula, charge and spin: 36.4 kcal/mol
* gap between HOMO and LUMO: 5.74 eV